Record 1
A structure of composition C42H46MoN5O3SSbSe at a distorted geometry. Source: the OMol25 dataset; level of theory: wB97M-V/def2-TZVPD.

Properties
Energy above the lowest of the compared OMol25 structures with the same formula, charge and spin: 0.0 kcal per mole
Total energy: -142453.7453 eV
HOMO-LUMO gap (alpha / beta): 5.668 / 5.667 eV

ORCA input file:
```
! wB97M-V def2-TZVPD RIJCOSX def2/J DEFGRID3
* xyz 2 1
Mo -0.4929 2.0019 0.6337
C -4.7062 -3.0815 -2.9426
O -3.5275 -2.3229 -2.7294
C -3.6208 -1.1380 -2.1109
C -4.8108 -0.5767 -1.6204
C -4.7591 0.5343 -0.8210
C -3.5432 1.1347 -0.4408
C -3.4984 2.0526 0.6620
C -4.7618 2.6116 1.2399
O -2.4217 2.3606 1.2278
C -2.3607 0.6978 -1.1200
O -1.1955 1.2857 -0.9772
C -2.4346 -0.4197 -1.9483
H -4.3665 -4.0212 -3.3712
H -5.3736 -2.5759 -3.6433
H -5.2324 -3.2734 -2.0050
H -5.7713 -1.0106 -1.8442
H -5.6889 0.9357 -0.4557
H -5.4608 1.8150 1.4791
H -5.2435 3.2836 0.5311
H -4.5247 3.1711 2.1408
H -1.5384 -0.7027 -2.4797
Se -0.7088 4.3977 0.2002
C 0.8336 5.4425 -0.4256
C 1.7845 5.9381 0.4584
C 2.8883 6.5984 -0.0712
N 3.0548 6.7945 -1.3614
C 2.1260 6.3827 -2.1962
C 0.9918 5.6927 -1.7829
H 1.6835 5.8260 1.5291
H 3.6778 6.9682 0.5691
H 2.3024 6.5895 -3.2419
H 0.2548 5.3616 -2.4995
C 1.5721 2.2123 -1.6491
C 2.9605 2.0317 -2.3062
N 3.9138 1.5768 -1.3150
C 3.5242 0.2637 -0.8492
C 2.0661 0.3056 -0.3261
N 1.5814 1.6986 -0.2561
C 2.5709 2.4671 0.5339
C 3.9341 2.5092 -0.2087
H 0.7964 1.6754 -2.2046
H 1.2905 3.2656 -1.6187
H 3.3179 2.9747 -2.7221
H 2.9285 1.2962 -3.1110
H 4.2178 -0.0552 -0.0679
H 3.6211 -0.4238 -1.6920
H 2.0054 -0.1442 0.6710
H 1.4072 -0.2336 -1.0153
H 2.6562 1.9841 1.5155
H 2.1895 3.4810 0.6722
H 4.7588 2.2472 0.4580
H 4.1188 3.5108 -0.6061
S -0.8736 -0.5617 1.3127
Sb -0.2198 -2.4552 0.0490
C -1.6746 -4.0204 0.0075
C -1.4920 -5.0265 -0.9256
C -2.2802 -6.1607 -0.8538
C -3.2307 -6.2854 0.1462
C -3.4087 -5.2682 1.0700
C -2.6305 -4.1242 1.0012
C 1.4250 -3.1216 1.2619
C 2.0870 -4.3004 0.9522
C 3.2047 -4.6697 1.6836
C 3.6572 -3.8717 2.7227
C 2.9734 -2.7126 3.0494
C 1.8574 -2.3376 2.3201
C 0.7024 -2.5321 -1.9225
C 2.0875 -2.5777 -1.9378
C 2.7564 -2.6912 -3.1448
C 2.0385 -2.7768 -4.3263
C 0.6534 -2.7701 -4.2963
C -0.0272 -2.6505 -3.0933
H -0.7462 -4.9289 -1.7021
H -2.1421 -6.9466 -1.5781
H -3.8248 -7.1832 0.2142
H -4.1465 -5.3702 1.8507
H -2.7628 -3.3232 1.7158
H 1.7381 -4.9271 0.1427
H 3.7256 -5.5822 1.4384
H 4.5323 -4.1664 3.2823
H 3.3093 -2.1014 3.8733
H 1.3120 -1.4367 2.5829
H 2.6420 -2.5348 -1.0079
H 3.8340 -2.7279 -3.1516
H 2.5549 -2.8667 -5.2693
H 0.0937 -2.8738 -5.2124
H -1.1086 -2.6685 -3.0802
C -1.1239 1.8538 6.1194
N -0.5886 2.2700 4.8494
C 0.0428 3.4520 4.6093
C 0.3987 3.4443 3.2951
N -0.0210 2.2743 2.7106
C -0.6107 1.5953 3.6941
H -0.4181 2.1058 6.9123
H -1.2941 0.7790 6.1161
H -2.0688 2.3616 6.3284
H 0.1973 4.1997 5.3623
H 0.9304 4.2065 2.7568
H -1.0456 0.6172 3.5826
*
```

=====

Record 2
A structure of composition C42H47BBrN5O5RuS2Si at a distorted geometry. Source: the OMol25 dataset; level of theory: wB97M-V/def2-TZVPD.

Properties
Energy above the lowest of the compared OMol25 structures with the same formula, charge and spin: 40.9 kcal per mole
Total energy: -164854.2229 eV
HOMO-LUMO gap (alpha / beta): 6.166 / 6.162 eV

ORCA input file:
```
! wB97M-V def2-TZVPD RIJCOSX def2/J DEFGRID3
* xyz 0 1
Ru 0.6155 0.0648 0.5787
C -2.6688 3.9914 -5.0797
N -1.4364 3.8614 -4.3328
C -0.8369 2.6950 -4.0110
N -1.4118 1.5623 -4.4407
S 0.5881 2.6990 -3.1062
H -2.9888 5.0295 -5.0487
H -3.4620 3.3817 -4.6378
H -2.5435 3.7051 -6.1287
H -0.9541 4.6792 -4.0095
H -2.2777 1.5723 -4.9509
H -0.9967 0.6761 -4.1751
C 0.7862 -6.1772 -0.4820
C -0.3269 -5.2568 -0.9685
C -1.5625 -6.0685 -1.2950
O -0.6235 -4.3389 0.1213
B 0.0929 -3.1987 -0.1241
O 0.6793 -3.1688 -1.3488
C 0.1451 -4.2960 -2.1041
C 1.2299 -4.8417 -3.0060
C -1.0155 -3.7657 -2.9346
H 0.4662 -6.6598 0.4429
H 1.6947 -5.6078 -0.2710
H 1.0037 -6.9443 -1.2268
H -1.7885 -6.7297 -0.4570
H -1.3892 -6.6785 -2.1845
H -2.4247 -5.4265 -1.4657
H 2.1438 -5.0553 -2.4520
H 1.4599 -4.0973 -3.7699
H 0.8891 -5.7561 -3.4982
H -1.8067 -3.3836 -2.2845
H -1.4234 -4.5458 -3.5817
H -0.6616 -2.9363 -3.5447
C 4.6040 -1.8525 7.2284
C 4.6014 -3.2645 7.7576
O 5.3173 -3.6533 8.6360
S 3.4362 -4.4586 7.0711
C 2.7306 -3.6684 5.6482
C 3.5080 -3.3912 4.5251
C 2.9225 -2.8628 3.3891
C 1.5428 -2.6420 3.3448
C 0.7707 -2.9169 4.4719
C 1.3603 -3.4297 5.6161
C 0.9300 -2.2882 2.0997
C 0.3947 -2.1786 1.0117
H 5.1097 -1.2190 7.9538
H 3.5943 -1.4899 7.0451
H 5.1553 -1.8095 6.2883
H 4.5691 -3.6097 4.5389
H 3.5178 -2.6428 2.5112
H -0.3002 -2.7526 4.4416
H 0.7576 -3.6654 6.4845
Br 4.9496 1.6749 -4.3703
C 3.9451 0.8667 -2.9949
C 4.4793 0.7846 -1.7121
N 3.8503 0.1628 -0.7267
C 2.6268 -0.3230 -0.9679
C 1.9924 -0.2001 -2.1918
C 2.6871 0.3697 -3.2475
C 0.5308 -0.5046 -2.3808
O 0.1187 -0.7491 -3.5164
O -0.2040 -0.4119 -1.3326
H 5.4541 1.2042 -1.4858
H 2.2618 -1.0350 -0.2101
H 2.2269 0.4207 -4.2217
N 1.0750 0.3051 3.5391
N -0.1848 0.2590 2.8516
H 0.9374 0.2324 4.5407
H 1.4837 1.2111 3.3504
H -0.8035 1.0008 3.1584
H -0.6074 -0.6374 3.0446
C 3.2200 5.7407 -1.4167
C 3.8163 4.6266 -0.8419
C 3.0308 3.6434 -0.2478
C 1.6384 3.7534 -0.2095
C 1.0573 4.8612 -0.8336
C 1.8333 5.8488 -1.4212
Si 0.5872 2.4997 0.7505
C 0.7175 3.1855 2.5405
C 1.9632 3.5362 3.0809
C 2.0943 3.9660 4.3965
C 0.9778 4.0469 5.2176
C -0.2720 3.7225 4.7034
C -0.3961 3.2962 3.3848
C -1.2406 2.9157 0.3392
C -1.7747 4.1878 0.6007
C -3.0685 4.5268 0.2263
C -3.8701 3.5944 -0.4230
C -3.3807 2.3176 -0.6560
C -2.0850 1.9818 -0.2707
H 3.8300 6.5183 -1.8591
H 4.8959 4.5235 -0.8519
H 3.5135 2.7663 0.1777
H -0.0196 4.9423 -0.8722
H 1.3563 6.7038 -1.8865
H 2.8480 3.4768 2.4534
H 3.0711 4.2312 4.7841
H 1.0758 4.3676 6.2476
H -1.1527 3.7929 5.3312
H -1.3859 3.0670 2.9987
H -1.1651 4.9255 1.1155
H -3.4490 5.5203 0.4370
H -4.8730 3.8621 -0.7352
H -4.0055 1.5783 -1.1450
H -1.7275 0.9823 -0.4690
*
```

=====

Record 3
A structure of composition C42H47BN4O3PSTc. Source: the OMol25 dataset; level of theory: wB97M-V/def2-TZVPD.

Properties
Expectation value of S²: 0.757
Energy above the lowest of the compared OMol25 structures with the same formula, charge and spin: 3.5 kcal per mole
Total energy: -79416.8721 eV
HOMO-LUMO gap (alpha / beta): 7.253 / 7.596 eV

ORCA input file:
```
! wB97M-V def2-TZVPD RIJCOSX def2/J DEFGRID3
* xyz 1 2
Tc -1.2905 -0.5489 -0.7863
N -2.5143 1.2372 -1.4482
C -3.0478 1.1020 -2.8234
C -2.0678 0.3056 -3.6749
N -1.6069 -0.9111 -2.9809
C -2.4626 -2.1054 -3.0880
C -3.6432 -2.0450 -2.1267
N -3.1977 -1.6084 -0.7739
H -3.2472 1.5082 -0.7967
H -1.8486 2.0032 -1.4196
H -3.2284 2.0751 -3.2828
H -4.0114 0.6030 -2.7650
H -1.1799 0.9130 -3.8579
H -2.5149 0.0707 -4.6459
H -0.6785 -1.1481 -3.3191
H -1.8337 -2.9601 -2.8365
H -2.8318 -2.2517 -4.1082
H -4.1262 -3.0214 -2.0806
H -4.3928 -1.3434 -2.4815
H -3.0051 -2.4176 -0.1927
H -3.9488 -1.1113 -0.3041
C 4.2758 -3.2512 2.5234
C 4.1357 -4.3768 3.5137
O 5.0295 -5.1151 3.8190
S 2.5446 -4.6332 4.3262
C 1.4711 -3.5032 3.4716
C 0.7711 -3.9464 2.3542
C -0.0079 -3.0583 1.6346
C -0.1140 -1.7263 2.0262
C 0.5462 -1.3002 3.1811
C 1.3315 -2.1854 3.9007
C -0.8204 -0.7830 1.1805
C -1.2636 0.4156 1.0624
H 5.2535 -3.3290 2.0523
H 4.1947 -2.2939 3.0411
H 3.4864 -3.2800 1.7735
H 0.8707 -4.9748 2.0305
H -0.5056 -3.3774 0.7284
H 0.4596 -0.2662 3.4928
H 1.8580 -1.8553 4.7873
N 0.3597 -1.4586 -1.1096
P 1.6599 -2.0937 -1.6563
C 1.8104 -3.8545 -1.2491
C 2.9952 -4.4133 -0.7785
C 3.0406 -5.7511 -0.4034
C 1.9060 -6.5407 -0.5054
C 0.7202 -5.9941 -0.9843
C 0.6739 -4.6586 -1.3485
C 1.7920 -1.9765 -3.4659
C 1.8615 -0.6919 -4.0159
C 1.8079 -0.5145 -5.3889
C 1.6819 -1.6182 -6.2268
C 1.6212 -2.8947 -5.6896
C 1.6777 -3.0762 -4.3116
C 3.1448 -1.2924 -1.0218
C 3.0528 -0.6198 0.1935
C 4.1836 -0.0358 0.7467
C 5.4032 -0.1251 0.0898
C 5.4967 -0.7900 -1.1268
C 4.3678 -1.3705 -1.6857
H 3.8863 -3.8054 -0.6908
H 3.9640 -6.1718 -0.0256
H 1.9418 -7.5812 -0.2093
H -0.1662 -6.6105 -1.0662
H -0.2567 -4.2254 -1.6983
H 1.9666 0.1660 -3.3593
H 1.8782 0.4807 -5.8098
H 1.6441 -1.4808 -7.2998
H 1.5387 -3.7543 -6.3424
H 1.6410 -4.0771 -3.8986
H 2.0925 -0.5555 0.6911
H 4.1120 0.4923 1.6893
H 6.2849 0.3302 0.5226
H 6.4469 -0.8504 -1.6412
H 4.4380 -1.8809 -2.6401
C -2.0168 7.3157 4.7000
C -2.5952 7.4061 3.2800
C -1.6005 8.1385 2.3687
C -3.8847 8.2252 3.3378
C -2.8299 5.9933 2.7411
C -4.0870 5.5499 2.3325
C -4.3104 4.2610 1.8407
C -3.2210 3.4329 1.7728
O -3.1402 2.1190 1.3294
B -1.7968 1.7658 1.5004
O -1.0602 2.8226 2.0004
C -1.9662 3.8536 2.1729
C -1.7380 5.1158 2.6565
H -1.8540 8.3175 5.1020
H -1.0613 6.7902 4.7154
H -2.7033 6.7879 5.3648
H -1.4202 9.1467 2.7474
H -1.9932 8.2204 1.3532
H -0.6390 7.6250 2.3196
H -3.6636 9.2145 3.7411
H -4.6302 7.7635 3.9884
H -4.3225 8.3618 2.3468
H -4.9342 6.2174 2.3968
H -5.2967 3.9345 1.5390
H -0.7428 5.4101 2.9621
*
```

=====

Record 4
A structure of composition C42H47BaF3N5S. Source: the OMol25 dataset; level of theory: wB97M-V/def2-TZVPD.

Properties
Energy above the lowest of the compared OMol25 structures with the same formula, charge and spin: 0.9 kcal per mole
Total energy: -71455.8693 eV
HOMO-LUMO gap: 5.788 eV

ORCA input file:
```
! wB97M-V def2-TZVPD RIJCOSX def2/J DEFGRID3
* xyz -1 1
Ba -0.0843 -0.0050 -0.0960
C -4.9414 1.6401 4.5412
C -4.6556 2.1758 3.1360
C -3.9494 1.1767 2.2734
C -4.4929 0.3138 1.3729
C -5.9209 0.2001 0.9404
C -6.1735 0.8825 -0.4066
C -3.3884 -0.4885 0.8579
C -3.5161 -1.5595 -0.0334
C -2.5239 -2.4552 -0.4408
C -2.7613 -3.6553 -1.2381
C -4.0958 -4.1054 -1.7419
C -4.9253 -4.8130 -0.6668
C -1.5600 -4.2795 -1.3559
C -0.5950 -3.4531 -0.6351
C 0.7535 -3.7734 -0.4604
C 1.7076 -3.1059 0.3178
N 1.5285 -1.9052 0.9143
C 2.5941 -1.7012 1.7234
C 2.7030 -0.6658 2.6556
C 1.7174 0.2460 3.0521
N 0.4865 0.3645 2.4944
C -0.2207 1.2192 3.2737
C -1.5836 1.5149 3.1326
C -2.5170 0.8966 2.2974
N -2.2263 -0.0931 1.4221
C 0.6178 1.7273 4.3515
C 1.8262 1.1155 4.2164
C 3.0417 1.2794 5.0744
C 4.1015 2.1751 4.4283
C 0.1724 2.6527 5.4408
C -0.5504 1.9186 6.5732
C 3.5479 -2.7956 1.5854
C 2.9948 -3.6732 0.7044
C 3.5171 -5.0084 0.2749
C 2.9196 -6.1688 1.0755
C 4.8214 -2.9382 2.3586
C 4.6048 -3.5090 3.7629
N -1.2135 -2.3680 -0.1130
C -1.2552 -5.5853 -2.0196
C -1.2037 -6.7538 -1.0315
H -5.4390 2.3888 5.1615
H -4.0151 1.3441 5.0364
H -5.5797 0.7565 4.4884
H -4.0573 3.0887 3.2094
H -5.5951 2.4691 2.6600
H -6.5726 0.6381 1.7013
H -6.2027 -0.8548 0.8733
H -5.9498 1.9486 -0.3430
H -7.2117 0.7640 -0.7244
H -5.5254 0.4676 -1.1803
H -4.5165 -1.7553 -0.4032
H -3.9566 -4.7770 -2.5928
H -4.6524 -3.2451 -2.1236
H -4.4100 -5.7070 -0.3110
H -5.9032 -5.1112 -1.0513
H -5.0786 -4.1606 0.1941
H 1.0806 -4.7014 -0.9169
H 3.6255 -0.6380 3.2258
H -1.9774 2.2638 3.8119
H 3.4777 0.2992 5.2896
H 2.7526 1.6982 6.0419
H 4.4157 1.7673 3.4663
H 4.9840 2.2736 5.0642
H 3.6973 3.1721 4.2441
H -0.4860 3.4223 5.0282
H 1.0376 3.1845 5.8458
H -1.4202 1.3834 6.1892
H -0.8858 2.6099 7.3496
H 0.1101 1.1803 7.0314
H 4.6058 -5.0227 0.3762
H 3.3099 -5.1601 -0.7883
H 3.1645 -6.0722 2.1344
H 3.2969 -7.1313 0.7231
H 1.8318 -6.1746 0.9927
H 5.3158 -1.9656 2.4372
H 5.5110 -3.5843 1.8086
H 3.9175 -2.8815 4.3322
H 5.5455 -3.5785 4.3137
H 4.1657 -4.5063 3.7080
H -0.3009 -5.5150 -2.5488
H -2.0097 -5.7902 -2.7834
H -0.4527 -6.5753 -0.2601
H -0.9612 -7.6918 -1.5358
H -2.1648 -6.8734 -0.5285
F -3.0287 0.7487 -5.3105
C -2.8266 2.0488 -5.0451
F -1.7382 2.4350 -5.7326
F -3.8722 2.7061 -5.6213
C -2.7383 2.3509 -3.5755
C -3.6739 3.1962 -3.0172
C -3.6321 3.4901 -1.6603
C -2.6205 2.8991 -0.9275
N -1.6983 2.0988 -1.4475
C -1.7140 1.7791 -2.7674
S -0.5099 0.6992 -3.3481
H -4.4454 3.6239 -3.6429
H -4.3591 4.1395 -1.1941
H -2.5442 3.0669 0.1441
*
```